1.
Here is a molecular structure, C5H7BF3KNO3 from OMol25. Energies are from the ωB97M-V functional and the def2-TZVPD basis.

Calculated values
Charge: +1
HOMO-LUMO gap (Eh): 0.394
HOMO level (eV): -14.968

Element x y z (Å)
K 0.98 1.71 2.46
F 2.34 -0.75 2.21
F 2.73 -1.95 -1.48
F -1.26 0.13 1.97
O 0.72 -1.17 -1.91
O 1.85 -2.72 1.25
O 0.94 1.58 0.30
N 1.72 -0.70 0.08
C 1.64 -1.30 -1.19
C -1.94 0.11 -0.37
C -1.83 1.46 -1.06
C -0.87 -0.28 0.65
C 1.97 -1.57 1.16
B 0.58 0.28 0.32
H -1.52 2.26 -0.38
H -1.99 -0.70 -1.10
H 1.58 1.72 -0.43
H -2.89 0.07 0.20
H -2.81 1.75 -1.46
H -1.14 1.43 -1.92
H -0.79 -1.37 0.69

***

2.
Here is C5H7Br in the gas phase from OMol25. Energies are from the ωB97M-V functional and the def2-TZVPD basis.

Calculated values
Charge: 0
HOMO-LUMO gap (alpha / beta) (Eh): 0.308 / 0.275
HOMO level (alpha / beta) (eV): -8.345 / -7.890
Energy above the lowest of the compared OMol25 structures with the same formula, charge and spin (kJ/mol): 364.9

Element x y z (Å)
Br -1.96 1.23 -0.66
C -0.88 -1.63 0.83
C -0.05 -0.45 0.58
C 0.86 1.65 -0.49
C 0.82 0.61 -1.45
C -0.15 0.49 -0.44
H 0.89 -0.29 1.19
H 1.83 1.86 0.17
H -1.27 -1.70 1.93
H 0.44 2.56 -0.81
H -1.72 -1.58 0.24
H -0.36 -2.64 0.75
H 1.53 -0.10 -1.84

***

F_max values, unit eV/A, following the record order: 4.0 3.8.
Energy values, unit eV, following the record order: -38081.292 -75336.037.